ORCA calculation (ωB97M-V/def2-TZVPD) on C29H55NO2 in the gas phase.

- LUMO (Eh) = 0.030
- total energy (eV) = -36533.1207
- molecular weight (g mol⁻¹) = 449.8
- net charge = 0
- maximum force (eV/A) = 10.02
- highest occupied orbital energy (eV) = -8.854
- gap between HOMO and LUMO (Eh) = 0.355
- structure (SMILES) = C#C[C@]1(N)[C@@H](CCCCCCCCCCCCCCCCCCCC)CO[C@@H]1OCCC

Structure (XYZ):
```
87
Properties=species:S:1:pos:R:3:lowdin_charge:R:1
C 6.764 1.728 2.890 0.066
C 7.021 1.043 1.665 -0.017
C 7.305 0.088 0.321 -0.334
N 6.946 0.866 -0.921 0.048
C 6.504 -1.276 0.729 -0.193
C 5.483 -2.005 -0.323 -0.165
C 4.341 -2.946 0.439 -0.207
C 3.051 -3.284 -0.557 -0.211
C 1.731 -2.395 -0.152 -0.219
C 0.711 -2.080 -1.414 -0.217
C -0.399 -3.267 -1.665 -0.225
C -1.697 -3.200 -0.635 -0.217
C -2.598 -1.825 -0.809 -0.230
C -4.169 -2.092 -1.203 -0.222
C -5.098 -2.592 0.095 -0.218
C -6.593 -3.087 -0.359 -0.220
C -7.836 -2.237 0.288 -0.234
C -7.599 -0.617 0.380 -0.216
C -9.002 0.009 1.042 -0.217
C -8.727 1.152 2.184 -0.227
C -8.965 2.671 1.542 -0.220
C -7.695 3.022 0.562 -0.232
C -7.657 4.623 0.180 -0.234
C -6.305 4.844 -0.756 -0.259
C -6.765 5.871 -1.981 -0.163
C 7.841 -2.131 1.256 -0.117
O 8.987 -1.192 1.497 -0.148
C 8.947 -0.159 0.410 -0.240
O 9.636 1.097 0.770 -0.131
C 10.984 1.173 0.179 -0.183
C 11.116 2.540 -0.775 -0.203
C 11.988 3.744 -0.023 -0.147
H 6.424 1.995 3.991 0.048
H 6.696 1.861 -0.701 0.092
H 6.208 0.412 -1.500 0.063
H 5.918 -1.039 1.729 0.135
H 4.867 -1.244 -0.986 0.111
H 6.129 -2.721 -0.996 0.122
H 3.974 -2.330 1.378 0.111
H 4.897 -3.928 0.801 0.116
H 3.392 -3.000 -1.655 0.111
H 2.868 -4.453 -0.469 0.114
H 2.125 -1.340 0.235 0.114
H 1.125 -2.850 0.768 0.119
H 0.093 -1.113 -1.092 0.105
H 1.279 -1.839 -2.428 0.117
H -0.841 -3.156 -2.766 0.115
H 0.060 -4.342 -1.584 0.107
H -2.416 -4.145 -0.739 0.114
H -1.252 -3.201 0.472 0.106
H -2.578 -1.283 0.247 0.113
H -2.127 -1.078 -1.612 0.112
H -4.685 -1.103 -1.588 0.110
H -4.233 -2.935 -2.035 0.118
H -4.522 -3.551 0.513 0.107
H -5.092 -1.815 0.976 0.103
H -6.710 -3.146 -1.527 0.110
H -6.713 -4.205 0.043 0.112
H -8.762 -2.394 -0.448 0.123
H -8.167 -2.676 1.323 0.110
H -7.542 -0.170 -0.717 0.112
H -6.645 -0.284 0.969 0.098
H -9.747 0.356 0.205 0.115
H -9.520 -0.905 1.607 0.104
H -7.717 1.044 2.765 0.110
H -9.594 1.030 2.997 0.108
H -9.996 2.610 0.955 0.116
H -9.124 3.456 2.404 0.109
H -6.659 2.742 1.070 0.125
H -7.757 2.369 -0.417 0.112
H -7.658 5.322 1.123 0.114
H -8.574 4.953 -0.490 0.108
H -5.987 3.781 -1.143 0.100
H -5.434 5.283 -0.105 0.106
H -7.121 6.918 -1.579 0.080
H -5.817 6.013 -2.685 0.074
H -7.625 5.383 -2.633 0.080
H 7.451 -2.598 2.265 0.138
H 8.289 -2.944 0.539 0.133
H 9.295 -0.643 -0.614 0.179
H 11.769 1.286 1.059 0.127
H 11.303 0.233 -0.443 0.125
H 10.039 2.965 -0.975 0.109
H 11.597 2.224 -1.805 0.105
H 12.690 3.287 0.826 0.076
H 12.639 4.295 -0.836 0.070
H 11.233 4.531 0.455 0.084
```

ORCA calculation (ωB97M-V/def2-TZVPD) on a 2-piece molecular cluster, CH5N2PS overall.

- LUMO (Eh) = 0.030
- total energy (eV) = -24219.8056
- molecular weight (g mol⁻¹) = 108.1
- net charge = 0
- maximum force (eV/A) = 4.56
- highest occupied orbital energy (eV) = -9.249
- gap between HOMO and LUMO (Eh) = 0.370
- relative energy (zero: lowest compared OMol25 entry of this formula, charge and spin) (kcal per mole) = 50.6
- structure (SMILES) = N=[PH3].N=C=S

Structure (XYZ):
```
10
Properties=species:S:1:pos:R:3:nbo_charge:R:1
N 0.901 0.648 0.776 -1.268
P 1.387 -0.462 -0.171 1.085
H 1.396 0.513 1.623 0.368
H 1.744 -1.918 0.184 -0.061
H 2.604 -0.467 -0.915 -0.095
H 0.462 -0.644 -1.306 -0.025
N -2.269 1.272 -0.330 -0.662
C -1.995 0.176 0.110 0.266
S -2.165 -1.345 0.530 -0.051
H -2.065 2.225 -0.501 0.443
```

ORCA calculation (ωB97M-V/def2-TZVPD) on C20H32CsF2LiN3O7V as an isolated structure.

- LUMO (Eh) = -0.142
- total energy (eV) = -71908.3148
- molecular weight (g mol⁻¹) = 655.3
- net charge = 0
- maximum force (eV/A) = 12.11
- highest occupied orbital energy (eV) = -5.585
- gap between HOMO and LUMO (Eh) = 0.063

Structure (XYZ):
```
67
Properties=species:S:1:pos:R:3:lowdin_charge:R:1
C -5.611 1.354 0.964 -0.127
O -6.541 0.274 1.204 -0.204
C -6.226 -0.916 0.450 -0.252
C -5.830 -2.173 1.402 -0.174
C -4.480 -1.919 2.233 -0.175
C -3.364 -1.194 1.339 -0.214
C -1.850 -1.685 1.636 -0.204
C -0.946 -1.127 0.425 -0.167
C 0.255 -0.144 0.921 -0.210
N 1.596 -0.726 0.706 -0.054
C 2.167 -0.537 -0.640 -0.274
C 3.568 0.272 -0.455 -0.107
C 4.365 0.308 -1.888 -0.096
C 4.267 -0.809 -2.962 0.004
C 5.014 -0.706 -4.328 -0.034
C 5.895 0.527 -4.720 -0.081
C 6.054 1.654 -3.682 -0.087
C 5.297 1.573 -2.268 -0.258
C 1.227 0.083 -1.762 -0.548
O 0.769 -0.660 -2.699 -0.102
O 0.870 1.438 -1.805 -0.221
H -6.117 2.269 0.473 0.091
H -4.670 1.063 0.392 0.072
H -5.271 1.729 2.005 0.110
H -7.213 -1.241 -0.064 0.114
H -5.461 -0.771 -0.395 0.072
H -5.694 -3.082 0.708 0.094
H -6.729 -2.394 2.085 0.091
H -4.742 -1.216 3.101 0.118
H -4.109 -2.892 2.694 0.118
H -3.531 -1.376 0.216 0.084
H -3.377 -0.075 1.601 0.109
H -1.577 -1.268 2.661 0.054
H -1.778 -2.835 1.715 0.118
H -0.411 -2.051 -0.020 0.115
H -1.589 -0.661 -0.392 0.092
H 0.110 -0.098 2.072 0.106
H 0.117 0.936 0.569 0.110
H 2.256 -0.528 1.468 0.102
H 2.491 -1.581 -1.022 0.131
H 3.254 1.364 -0.204 0.099
H 4.183 -0.204 0.387 0.124
H 3.641 -1.741 -2.797 0.099
H 4.883 -1.550 -5.080 0.090
H 6.412 0.610 -5.734 0.088
H 6.710 2.548 -3.979 0.079
H 5.446 2.487 -1.537 -0.450
O 2.071 -1.483 4.956 -0.738
V 0.333 -1.598 4.919 0.871
O -1.406 -1.712 4.879 -0.696
C -5.881 -3.348 -2.903 -0.081
C -6.907 -3.844 -1.932 -0.234
N -7.715 -4.233 -1.169 0.178
H -6.368 -3.049 -3.837 0.073
H -5.354 -2.487 -2.480 0.020
H -5.158 -4.137 -3.117 0.099
F -7.394 -1.468 3.587 -0.143
Cs 4.990 3.923 -1.079 1.446
Li -5.126 -0.890 -3.647 0.902
C 10.459 6.489 1.843 0.047
N 8.989 6.308 1.729 -0.446
O 8.574 5.651 0.785 0.038
O 8.302 6.830 2.588 0.077
H 10.942 5.974 1.015 0.096
H 10.662 7.559 1.803 0.104
H 10.770 6.063 2.796 0.105
F -8.512 -2.877 4.267 -0.169
```

ORCA calculation (ωB97M-V/def2-TZVPD) on C30H47BCl2N4O2P2Sn as an isolated structure.

- LUMO (Eh) = -0.029
- total energy (eV) = -92057.4762
- molecular weight (g mol⁻¹) = 758.1
- net charge = 0
- maximum force (eV/A) = 1.19
- highest occupied orbital energy (eV) = -7.117
- gap between HOMO and LUMO (Eh) = 0.232

Structure (XYZ):
```
89
Properties=species:S:1:pos:R:3:lowdin_charge:R:1
Sn -0.106 1.039 0.643 1.272
C -2.769 -2.026 0.607 -0.103
C -3.854 -0.985 0.285 -0.691
C -4.924 -1.636 -0.586 -0.081
C -4.469 -0.520 1.611 -0.097
P -2.890 0.470 -0.445 1.095
C -2.253 -0.261 -2.026 -0.275
N -0.944 -0.869 -1.868 -0.022
B 0.134 -0.598 -0.985 -0.553
N 1.209 -1.476 -1.310 0.002
C 2.581 -1.647 -0.847 -0.303
P 2.907 -0.917 0.833 1.123
C 4.685 -0.339 0.573 -0.701
C 5.663 -1.317 -0.085 -0.088
C 5.240 0.108 1.929 -0.095
C 4.536 0.914 -0.308 -0.105
C 2.852 -2.495 1.880 -0.703
C 1.544 -3.211 1.511 -0.097
C 4.033 -3.448 1.718 -0.089
C 2.738 -2.052 3.344 -0.103
C 0.795 -2.220 -2.415 -0.163
C 1.471 -3.184 -3.148 -0.009
C 0.817 -3.771 -4.221 -0.091
C -0.483 -3.406 -4.557 -0.092
C -1.166 -2.444 -3.827 -0.009
C -0.516 -1.854 -2.753 -0.165
C -4.024 1.831 -1.102 -0.679
C -5.212 1.376 -1.948 -0.084
C -3.141 2.774 -1.934 -0.105
C -4.497 2.609 0.132 -0.099
H -3.220 -2.872 1.132 0.092
H -2.004 -1.597 1.261 0.065
H -2.283 -2.407 -0.291 0.078
H -5.337 -2.498 -0.055 0.091
H -4.522 -2.000 -1.533 0.072
H -5.743 -0.955 -0.802 0.058
H -4.729 -1.388 2.222 0.087
H -5.380 0.056 1.454 0.069
H -3.762 0.094 2.175 0.080
H -2.191 0.545 -2.758 0.094
H -2.947 -1.013 -2.404 0.075
H 3.245 -1.176 -1.574 0.091
H 2.817 -2.713 -0.831 0.076
H 6.055 -2.036 0.632 0.064
H 6.512 -0.751 -0.476 0.087
H 5.220 -1.866 -0.917 0.069
H 5.350 -0.731 2.618 0.062
H 4.587 0.853 2.386 0.079
H 6.225 0.562 1.792 0.089
H 4.277 0.667 -1.340 0.075
H 5.479 1.464 -0.326 0.089
H 3.767 1.576 0.094 0.058
H 1.617 -3.761 0.572 0.079
H 0.719 -2.498 1.430 0.066
H 1.289 -3.925 2.298 0.090
H 4.244 -3.667 0.669 0.072
H 3.807 -4.393 2.220 0.088
H 4.933 -3.038 2.176 0.069
H 1.841 -1.453 3.492 0.068
H 3.592 -1.452 3.659 0.066
H 2.674 -2.928 3.994 0.087
H 2.483 -3.476 -2.901 0.108
H 1.324 -4.523 -4.810 0.102
H -0.969 -3.875 -5.402 0.102
H -2.173 -2.163 -4.104 0.107
H -4.926 0.639 -2.701 0.079
H -5.626 2.244 -2.469 0.089
H -6.010 0.963 -1.333 0.067
H -2.950 2.387 -2.937 0.072
H -2.191 2.959 -1.429 0.046
H -3.655 3.731 -2.049 0.091
H -5.135 2.007 0.777 0.060
H -5.067 3.488 -0.179 0.091
H -3.638 2.949 0.712 0.040
Cl 1.184 4.331 -1.154 0.674
C 0.449 4.857 0.316 -0.622
C 0.741 6.109 0.819 -0.122
C 0.164 6.521 2.011 -0.103
C -0.695 5.675 2.693 -0.124
C -0.997 4.431 2.173 -0.610
Cl -2.043 3.370 3.050 0.685
C -0.454 3.968 0.952 -0.523
N -0.817 2.797 0.381 -0.258
H 1.421 6.756 0.283 0.100
H 0.395 7.496 2.418 0.099
H -1.135 5.980 3.633 0.100
O 1.922 2.184 1.697 -0.200
N 1.633 1.915 2.863 -0.216
O 0.676 1.141 3.018 -0.209
```

ORCA calculation (ωB97M-V/def2-TZVPD) on a 6-piece molecular cluster, C2H16O6 overall.

- multiplicity = 2
- ⟨S²⟩ = 0.756
- LUMO (alpha / beta) (Eh) = -0.121 / -0.381
- total energy (eV) = -14607.2464
- molecular weight (g mol⁻¹) = 136.1
- net charge = +1
- maximum force (eV/A) = 2.46
- highest occupied orbital energy (alpha / beta) (eV) = -13.382 / -13.382
- gap between HOMO and LUMO (alpha / beta) (Eh) = 0.370 / 0.110
- relative energy (zero: lowest compared OMol25 entry of this formula, charge and spin) (kcal per mole) = 35.0

Structure (XYZ):
```
24
Properties=species:S:1:pos:R:3:lowdin_spin:R:1
O -1.201 2.681 1.121 0.217
H -0.745 3.310 0.561 0.002
H -1.049 1.834 0.703 0.001
O 0.283 0.821 -0.206 0.000
H 0.180 0.945 -1.149 0.000
H 0.373 -0.125 -0.096 0.000
O 2.078 2.951 -3.240 0.000
H 1.600 2.130 -3.122 0.000
H 2.977 2.744 -2.985 0.000
O 0.147 0.642 -3.036 0.000
H 0.181 -0.257 -3.363 0.000
H -0.615 1.026 -3.468 0.000
C -0.196 -2.040 -1.053 0.000
O -0.182 -1.801 0.353 -0.001
H -0.670 -2.978 -1.344 0.000
H -0.740 -1.270 -1.600 0.000
H 0.828 -1.905 -1.401 0.000
H 0.194 -2.582 0.766 0.000
C -0.836 -1.069 4.016 0.106
O 0.411 -0.699 3.387 0.575
H -1.221 -0.234 4.603 0.044
H -1.590 -1.445 3.325 0.000
H -0.594 -1.803 4.785 0.050
H 0.389 -0.877 2.444 0.005
```